DFT (ωB97M-V/def2-TZVPD) results for C51H60AsIrN4O2PS2 as an isolated structure.

Properties
Total charge   +1
Energy above the lowest of the compared OMol25 structures with the same formula, charge and spin   264.69 kJ/mol
E_tot   -158548.9279 eV
Molar mass   1123.314 g/mol
Gap between HOMO and LUMO (spin up / spin down)   0.2283 / 0.2282 Ha
LUMO energy (spin up / spin down)   -3.390 / -3.390 eV

XYZ file:
```
122
Properties=species:S:1:pos:R:3:mulliken_charge:R:1
Ir -0.48 -1.24 0.05 1.55
C 5.02 -3.74 0.31 -1.03
C 4.82 -3.17 -1.09 -0.79
N 3.90 -2.02 -1.10 0.37
C 4.52 -0.69 -1.17 -0.94
C 4.72 -0.22 -2.60 -0.76
C 2.58 -2.22 -1.07 0.02
S 1.57 -0.81 -1.20 -0.07
N 2.17 -3.48 -1.06 -0.29
C 1.07 -3.91 -0.52 -0.69
O 0.27 -3.24 0.22 -0.32
C 0.78 -5.37 -0.66 0.72
C 1.78 -6.25 -1.08 -0.68
C 1.52 -7.60 -1.16 -0.78
C 0.26 -8.09 -0.84 -0.58
C -0.74 -7.22 -0.42 -1.66
C -0.48 -5.86 -0.32 0.74
H 5.74 -4.57 0.27 0.42
H 4.08 -4.12 0.70 0.18
H 5.41 -2.98 0.99 0.34
H 4.42 -3.93 -1.76 0.45
H 5.77 -2.82 -1.50 0.49
H 5.47 -0.75 -0.64 0.39
H 3.89 0.01 -0.63 0.22
H 5.33 -0.93 -3.16 0.40
H 5.24 0.75 -2.60 0.24
H 3.76 -0.11 -3.11 0.16
H 2.75 -5.85 -1.35 0.39
H 2.30 -8.29 -1.47 0.44
H 0.06 -9.15 -0.90 0.41
H -1.73 -7.59 -0.19 0.47
H -1.24 -5.17 0.02 0.78
C -4.04 4.64 -1.99 -0.59
C -3.67 3.66 -2.91 -0.97
C -3.03 2.51 -2.48 -0.33
C -2.73 2.34 -1.13 0.82
C -3.07 3.33 -0.21 0.29
C -3.74 4.47 -0.65 -0.88
P -1.99 0.75 -0.64 -0.05
C -1.13 1.20 0.91 0.40
C 0.18 1.69 0.77 1.14
C 0.84 2.27 1.85 -1.29
C 0.20 2.39 3.07 -0.78
C -1.10 1.91 3.22 -1.42
C -1.75 1.31 2.16 -0.52
C -3.44 -0.26 -0.19 -0.42
C -4.66 0.19 0.24 -0.17
C -5.75 -0.69 0.32 -1.18
C -5.65 -1.97 -0.14 -0.97
C -4.41 -2.46 -0.64 1.28
C -4.28 -3.74 -1.24 -1.22
C -3.07 -4.13 -1.76 -0.81
C -1.91 -3.32 -1.59 -0.83
C -2.01 -2.12 -0.96 -0.01
C -3.28 -1.62 -0.57 0.65
H -4.55 5.53 -2.32 0.45
H -3.89 3.80 -3.97 0.46
H -2.75 1.75 -3.20 0.45
H -2.83 3.22 0.84 0.24
H -4.03 5.22 0.07 0.52
H 0.66 1.65 -0.21 0.03
H 1.85 2.65 1.72 0.51
H 0.70 2.86 3.91 0.48
H -1.61 2.01 4.18 0.44
H -2.77 0.95 2.28 0.54
H -4.80 1.24 0.48 0.49
H -6.70 -0.33 0.70 0.45
H -6.51 -2.62 -0.16 0.46
H -5.14 -4.38 -1.33 0.43
H -2.98 -5.08 -2.26 0.45
H -0.96 -3.69 -1.96 0.89
C 4.38 3.07 -0.41 -0.49
C 4.67 3.90 -1.65 -0.80
C 3.40 4.52 -2.23 -0.56
N 2.53 3.47 -2.74 -0.03
C 1.23 3.29 -2.55 0.13
S 0.45 1.85 -2.93 -0.23
N 0.50 4.31 -1.96 0.65
C 0.58 5.67 -2.30 0.04
O 1.29 6.08 -3.18 -0.59
C -0.30 6.56 -1.48 0.17
C -0.58 7.83 -1.99 -0.48
C -1.35 8.72 -1.27 -0.64
C -1.84 8.35 -0.01 -0.44
C -1.55 7.10 0.50 -0.91
C -0.79 6.20 -0.23 -0.01
H 5.27 2.54 -0.07 0.41
H 3.60 2.32 -0.61 -0.25
H 4.04 3.71 0.41 0.42
H 5.15 3.29 -2.42 0.33
H 5.36 4.71 -1.41 0.38
H 3.63 5.23 -3.02 0.31
H 2.88 5.07 -1.45 0.34
H 2.97 2.72 -3.26 0.29
H -0.38 4.00 -1.58 -0.24
H -0.17 8.10 -2.96 0.49
H -1.57 9.70 -1.67 0.42
H -2.43 9.05 0.56 0.41
H -1.92 6.82 1.48 0.48
H -0.56 5.23 0.19 0.78
C -2.35 -1.28 4.58 -1.19
C -0.86 -1.31 4.27 -0.93
As -0.41 -2.08 2.53 0.91
C -1.15 -3.87 2.75 -0.99
C -2.51 -4.00 2.06 -0.71
C 1.52 -2.30 2.82 0.30
C 1.90 -3.39 3.82 -1.43
H -2.53 -0.83 5.56 0.40
H -2.78 -2.29 4.60 0.34
H -2.91 -0.70 3.84 0.17
H -0.33 -1.92 5.00 0.66
H -0.43 -0.31 4.30 0.50
H -1.22 -4.07 3.82 0.77
H -0.44 -4.58 2.32 0.38
H -3.24 -3.29 2.46 0.28
H -2.91 -5.01 2.17 0.49
H -2.41 -3.78 0.99 -0.46
H 1.88 -1.33 3.15 0.53
H 1.96 -2.50 1.85 -0.50
H 1.54 -3.17 4.82 0.36
H 2.98 -3.49 3.86 0.43
H 1.49 -4.36 3.52 0.29
```